Record 1
C29H48BaBrNOP2 as an isolated structure at a distorted geometry, computed with the ωB97M-V functional and the def2-TZVPD basis.

XYZ file:
```
83
Properties=species:S:1:pos:R:3:forces:R:3:mulliken_charge:R:1
N 2.140215 -9.467051 1.118133 -0.07 -0.54 0.03 -0.54
C 2.921135 -8.765476 1.933986 -0.30 0.72 -0.27 -0.32
C 2.848514 -7.369708 2.002768 -0.34 -0.10 -0.34 -0.50
C 1.895217 -6.686595 1.225877 -0.12 -1.24 0.14 0.81
C 1.039081 -7.467859 0.402071 0.43 -0.18 0.31 -0.51
C 1.214495 -8.863402 0.372255 0.26 1.07 0.41 -0.36
C 1.819310 -5.229733 1.284040 -1.08 0.51 -0.56 -0.43
Ba 1.490572 -0.187621 2.311412 -0.98 0.64 0.54 1.77
P -4.192340 4.135350 1.775163 -0.63 0.29 0.00 -0.15
C 0.680359 -4.557985 0.956313 0.98 -1.33 0.44 -0.54
C 0.581375 -3.160722 0.623752 0.50 0.41 -0.05 1.94
C -0.715726 -2.651382 0.458751 0.19 -0.02 0.00 -1.33
C -0.890984 -1.374499 -0.030433 -0.35 0.27 -0.76 -0.64
C 0.178595 -0.722366 -0.700511 1.43 -0.47 0.89 1.30
C 1.497198 -1.155834 -0.397571 -0.75 -0.31 -0.80 -1.68
C 1.702111 -2.330143 0.334148 -0.58 -0.85 -0.21 -0.86
Br -0.585440 1.592764 1.047338 0.28 0.35 0.38 -0.66
H 2.739339 -4.698139 1.552705 -0.26 -0.16 -0.17 0.30
H -0.249752 -5.140810 0.838951 0.57 0.35 0.02 0.36
H 3.509479 -6.817947 2.660452 0.03 -0.03 -0.01 0.36
H 0.271193 -7.018867 -0.229644 0.30 -0.04 0.16 0.34
H 3.637043 -9.307861 2.553470 -0.20 0.03 -0.25 0.36
H 0.590990 -9.491665 -0.270340 0.26 0.18 0.24 0.36
H -1.555157 -3.349738 0.614485 0.29 0.80 0.38 0.44
H 2.701152 -2.741953 0.507103 -0.22 0.32 -0.18 0.18
H -1.864609 -0.883778 0.058221 0.26 -0.44 -0.48 0.58
H 2.345816 -0.610620 -0.808088 -0.09 -0.18 0.12 0.28
P -0.109396 0.197319 -2.232059 -0.22 0.72 -0.37 0.54
C -3.243015 3.220827 3.059687 0.01 0.14 -0.17 -0.01
C -4.036406 3.208322 4.371820 0.28 -0.13 0.09 -1.29
H -2.274162 3.732408 3.169456 -0.20 -0.21 0.10 0.34
H -3.071006 2.205204 2.672193 0.22 0.21 0.30 -0.02
H -3.375208 2.923088 5.197044 -0.23 -0.02 0.03 0.36
H -4.463487 4.195793 4.591641 0.15 -0.27 -0.05 0.36
H -4.859534 2.485312 4.324615 0.10 0.18 0.04 0.31
C -4.892012 2.701544 0.828554 0.08 0.36 0.23 0.13
C -6.137529 3.130532 0.043419 0.03 -0.36 -0.08 -1.22
H -5.149910 1.942046 1.588641 0.10 0.17 -0.40 0.42
H -4.088164 2.323792 0.172093 -0.32 -0.21 0.15 -0.32
H -6.654143 2.236717 -0.325241 -0.05 0.24 -0.08 0.38
H -6.833967 3.695192 0.681634 0.27 -0.19 -0.23 0.35
H -5.869756 3.752689 -0.821514 -0.11 -0.07 0.24 0.31
C -2.884332 4.746213 0.625043 -0.02 -0.25 0.10 0.11
C -2.558157 6.218211 0.897800 0.16 -0.08 -0.20 -1.32
H -3.277872 4.621557 -0.397403 0.20 0.02 0.23 0.34
H -2.010725 4.087503 0.767480 -0.12 0.32 -0.34 -0.27
H -1.817781 6.573688 0.172307 -0.07 0.08 0.17 0.38
H -3.454693 6.845521 0.808480 0.22 -0.19 0.05 0.36
H -2.144316 6.356247 1.903982 -0.10 0.00 -0.16 0.33
C 0.607801 1.836133 -2.664763 0.54 0.36 1.16 0.32
C 0.998194 1.913585 -4.154002 -0.01 -0.21 -0.07 -1.13
H 1.467494 2.000043 -1.969579 -0.50 0.05 -0.65 -0.54
H -0.136962 2.615098 -2.409769 0.28 -0.56 0.06 0.63
H 2.005479 1.506950 -4.315132 -0.38 0.14 -0.05 0.32
H 0.285652 1.343119 -4.767077 0.25 0.31 0.04 0.29
H 0.976351 2.944775 -4.525077 0.04 -0.21 0.30 0.41
C -1.920973 0.415311 -2.244447 -0.04 0.12 -0.15 -0.15
C -2.612672 -0.806416 -2.848666 -0.31 0.05 -0.08 -1.29
H -2.196458 1.377704 -2.722460 0.34 -0.63 -0.02 0.53
H -2.188228 0.551380 -1.178970 0.14 0.06 -0.49 -0.06
H -2.265969 -1.012159 -3.871596 -0.16 0.03 0.32 0.36
H -2.421455 -1.680597 -2.217632 -0.08 -0.01 -0.26 0.28
H -3.695506 -0.643933 -2.880355 0.23 -0.08 -0.02 0.45
C 0.630969 -0.967282 -3.462602 -0.98 -0.22 -0.01 -0.80
C 2.165266 -1.047819 -3.507897 0.51 -0.05 0.00 -1.42
H 0.241011 -0.707265 -4.456778 -0.01 -0.07 0.36 0.64
H 0.203415 -1.948864 -3.214726 0.06 0.20 -0.10 0.64
H 2.514546 -2.058210 -3.270238 -0.16 0.19 0.04 0.30
H 2.535060 -0.828513 -4.515921 -0.17 0.02 0.24 0.34
H 2.687454 -0.366502 -2.825449 -0.17 -0.01 -0.20 0.36
C 5.452843 2.010267 1.359335 0.28 0.08 0.58 -0.67
C 4.740563 3.117876 0.555951 0.01 -0.24 -0.21 -0.59
C 3.242727 2.802868 0.644575 -0.22 -0.26 -0.06 0.11
O 3.096347 1.520219 1.390606 0.81 0.45 -0.09 -0.29
C 4.408357 0.918721 1.657846 -0.01 0.50 -0.61 -0.43
H 6.320814 1.607475 0.827575 -0.25 0.02 0.10 0.32
H 5.830079 2.433870 2.299337 -0.12 -0.21 -0.21 0.28
H 5.083112 3.117330 -0.486678 -0.19 -0.04 0.26 0.30
H 4.979665 4.105245 0.962673 -0.16 -0.24 -0.03 0.30
H 2.656916 3.566879 1.168074 0.15 -0.35 0.01 0.41
H 2.789600 2.646067 -0.345759 0.15 0.01 0.38 -0.42
H 4.532144 0.052308 0.982351 -0.02 0.21 0.25 0.31
H 4.442752 0.588254 2.712771 -0.01 0.13 -0.36 0.42
```
Forces are in eV/Å.

- 2S+1: 1
- Charge: +2


Record 2
C29H48BrNOP2Pd as an isolated structure at a distorted geometry, computed with the ωB97M-V functional and the def2-TZVPD basis.

XYZ file:
```
83
Properties=species:S:1:pos:R:3:forces:R:3:mulliken_charge:R:1
N 4.775696 -2.318943 3.980311 -2.09 -0.39 -4.56 0.12
C 3.692980 -3.091818 3.776279 0.06 -0.66 1.40 -0.46
C 3.068512 -3.190590 2.503498 0.94 0.80 -0.52 -0.32
C 3.599659 -2.459260 1.395038 1.65 0.98 2.65 0.29
C 4.748603 -1.660335 1.660023 -0.67 -1.01 1.30 -0.25
C 5.301838 -1.635847 2.942770 1.33 0.36 1.08 -0.66
C 2.986370 -2.277095 0.125721 -1.51 -0.07 -1.91 0.78
Pd 0.554592 1.149171 -1.957146 0.72 -0.72 0.98 -0.23
P -1.901714 0.856738 -1.568659 -1.17 1.06 -0.21 1.59
C 3.435276 -1.448482 -0.879968 -1.81 1.66 1.28 -0.83
C 2.513224 -1.039019 -1.962233 1.37 -0.49 -0.72 1.43
C 2.668162 0.212549 -2.706372 0.49 -0.22 -0.33 -1.50
C 1.770737 0.524794 -3.755911 0.65 0.53 0.38 -0.61
C 0.670473 -0.312753 -3.871584 -2.22 0.95 -2.10 -0.15
C 0.646596 -1.631095 -3.402991 0.76 -0.83 0.64 -0.26
C 1.650653 -2.009833 -2.492223 -1.36 -0.46 -0.46 -0.47
Br -0.775140 0.352894 -5.158023 3.09 -1.67 -0.83 -0.03
H 1.975775 -2.711986 0.043612 0.65 -0.12 -0.27 -0.31
H 4.153883 -0.672508 -0.588113 0.36 -0.72 -0.72 0.24
H 2.184750 -3.815717 2.369748 0.28 0.06 0.37 0.49
H 5.203128 -1.046282 0.899538 0.35 -0.10 0.22 0.60
H 3.333938 -3.663064 4.656802 0.07 0.33 -0.63 0.43
H 6.223440 -1.082344 3.123160 -0.12 0.03 0.10 0.44
H 3.646116 0.725185 -2.665984 -0.78 0.06 0.39 0.65
H 1.821574 -3.056730 -2.180506 -0.56 0.65 -0.28 0.87
H 1.814932 1.373263 -4.454200 0.58 -0.31 0.52 0.42
H -0.105816 -2.287093 -3.842321 0.33 -0.19 0.36 0.61
P 0.566292 1.577228 1.053935 0.37 2.93 4.27 1.44
C -2.414034 -0.786822 -2.183065 0.30 -0.62 0.33 0.08
C -3.190029 -0.928822 -3.488864 -0.02 0.19 -0.95 -0.98
H -2.980066 -1.251965 -1.360389 0.21 0.32 0.06 0.62
H -1.467303 -1.357141 -2.242315 -0.50 0.15 0.07 -0.47
H -3.395864 -1.993140 -3.701566 -0.02 0.42 0.35 0.42
H -4.134253 -0.367916 -3.538348 0.27 -0.24 0.26 0.33
H -2.540526 -0.576348 -4.303938 -1.15 -0.49 0.60 -0.05
C -1.479688 2.141532 -2.818107 1.20 -1.73 -0.13 -0.24
C -2.523495 2.866346 -3.642942 -0.07 0.62 -0.08 -1.79
H -0.944506 1.505264 -3.575709 -0.76 1.15 0.94 -0.33
H -0.659281 2.807506 -2.434501 -0.86 0.45 0.12 0.70
H -1.982258 3.317568 -4.479848 -0.25 0.16 0.07 0.48
H -3.258679 2.171978 -4.056935 0.02 0.11 0.19 0.38
H -2.987018 3.646522 -3.043549 -0.28 0.01 -0.25 0.43
C -3.218736 1.531079 -0.480699 0.95 -0.12 0.95 -0.10
C -4.604542 1.493050 -1.104309 -0.33 -0.14 -0.38 -1.34
H -2.935382 2.554946 -0.186233 0.01 -0.29 -0.24 0.50
H -3.163719 0.925231 0.440265 -0.23 0.20 -0.30 0.00
H -5.310582 2.009847 -0.449678 0.14 -0.03 0.03 0.46
H -4.629351 2.006380 -2.067988 -0.08 -0.12 0.09 0.29
H -4.966485 0.468567 -1.220157 0.03 0.12 -0.08 0.34
C -0.442363 1.778767 2.616449 -1.50 -1.27 -0.09 -1.03
C -1.834761 2.400297 2.552923 -0.23 -0.14 -0.05 -1.19
H 0.174510 2.367049 3.325506 0.19 -0.14 -0.85 0.59
H -0.501194 0.753230 3.028092 0.07 0.72 0.08 0.46
H -2.065988 2.878950 3.516293 0.07 -0.11 -0.33 0.44
H -1.918025 3.154886 1.767107 0.00 0.10 0.23 0.20
H -2.610186 1.645404 2.375805 0.22 0.17 0.10 0.29
C 0.730678 3.419184 0.677676 -0.42 -0.45 -1.25 -0.85
C 1.807804 3.533665 -0.406853 0.03 0.43 -0.15 -0.55
H 0.983529 3.980742 1.605001 -0.20 -0.65 -0.45 0.58
H -0.247592 3.793125 0.318689 0.44 -0.18 0.16 0.44
H 1.720077 4.474058 -0.969251 0.27 -0.23 0.27 0.43
H 2.807662 3.441184 0.044034 -0.24 0.06 -0.45 0.31
H 1.705373 2.712423 -1.167289 0.20 0.35 0.25 -0.15
C 2.134591 1.382965 2.090569 1.25 -1.00 -0.77 -0.66
C 2.131966 0.690188 3.472344 -0.31 -0.20 -0.23 -1.34
H 2.514356 2.417898 2.215236 -0.31 -0.42 -0.35 0.54
H 2.838704 0.842313 1.432590 0.16 0.36 0.35 0.26
H 3.157062 0.687254 3.862257 -0.13 0.16 -0.20 0.36
H 1.507118 1.202859 4.213964 0.28 -0.22 -0.23 0.42
H 1.816792 -0.359372 3.414172 -0.09 0.21 -0.02 0.23
C -2.151183 -3.693859 1.575325 -0.12 0.05 -0.10 -0.71
C -2.417506 -2.692438 2.683220 0.47 0.34 0.79 -0.81
C -1.825375 -1.392936 2.125775 -1.18 1.15 0.81 0.48
O -0.878996 -1.646243 1.107892 -0.10 -1.16 -0.07 -0.17
C -1.049885 -3.053347 0.756468 1.28 -0.22 -1.18 -0.18
H -1.848550 -4.669041 1.954122 -0.09 0.04 -0.06 0.35
H -3.031651 -3.823925 0.963670 -0.26 -0.14 -0.15 0.26
H -1.853396 -2.961710 3.591641 -0.35 0.00 -0.26 0.31
H -3.484429 -2.586772 2.959133 0.66 -0.07 -0.20 0.39
H -2.630557 -0.762922 1.727117 -0.09 -0.07 -0.21 -0.14
H -1.365332 -0.777425 2.901959 0.05 -0.37 0.08 0.02
H -0.080391 -3.566064 0.890787 -0.19 0.21 0.24 0.20
H -1.231598 -3.115080 -0.327747 -0.16 0.09 0.22 0.21
```
Forces are in eV/Å.

- Expectation value of S²: 6.09
- 2S+1: 5
- Charge: +4


Record 3
C29H48BrNOP2Ru as an isolated structure at a distorted geometry, computed with the ωB97M-V functional and the def2-TZVPD basis.

XYZ file:
```
83
Properties=species:S:1:pos:R:3:forces:R:3:mulliken_charge:R:1
C -0.817612 7.040454 -3.770270 -0.08 -0.24 -0.76 -0.36
C -1.010927 5.680294 -4.054869 0.06 0.16 -0.18 0.65
C -1.302411 5.299811 -5.374586 0.16 0.78 0.18 -0.33
C -1.368175 6.299994 -6.353071 -0.28 -0.01 -1.60 -0.42
N -1.168199 7.580941 -6.070318 0.18 -2.78 3.03 0.07
C -0.905406 7.957954 -4.824768 0.13 1.62 -0.15 -0.41
C -0.891602 4.694741 -3.014166 -0.06 -0.64 0.64 0.02
C -0.813027 3.857485 -2.136523 -0.55 2.04 -1.88 -0.99
C -0.696110 2.890568 -1.145510 0.60 -0.55 0.16 1.32
C 0.485927 2.929803 -0.379700 0.38 -0.32 0.34 -1.06
C 0.752218 1.857757 0.461176 -0.77 -0.03 -0.72 -0.53
C -0.163586 0.773382 0.385927 0.05 0.41 2.84 0.50
C -1.433817 0.819938 -0.193766 0.36 -0.18 -0.32 -0.76
C -1.680101 1.888112 -1.025715 -0.17 -0.12 -0.29 -0.71
Ru 0.154371 -0.130315 2.084115 -1.86 1.09 1.31 -0.53
P 1.912032 -1.170664 1.353151 2.66 -1.57 -0.91 1.70
H -1.460239 4.262824 -5.663013 0.00 0.33 -0.05 0.46
H -0.585557 7.400092 -2.770735 -0.07 0.05 -0.29 0.46
H -1.583641 6.045503 -7.385618 -0.02 -0.02 -0.08 0.43
H -0.753330 9.017148 -4.645062 0.01 0.09 0.02 0.43
H -2.582341 1.958381 -1.642824 0.24 0.05 0.47 0.55
H 1.196519 3.759467 -0.498191 -0.47 -0.35 0.18 0.51
H -2.144376 0.037224 0.064736 0.01 0.22 -0.42 0.86
H 1.581387 1.876367 1.174006 0.05 -0.06 -0.31 0.72
C 2.220357 -2.746624 2.219894 -0.46 -0.40 0.65 -0.44
C 3.003785 -3.820753 1.450493 0.14 -0.05 -0.16 -1.22
H 1.221726 -3.121273 2.499005 0.42 -0.04 -0.05 0.54
H 2.729262 -2.503574 3.167088 -0.14 -0.01 -0.36 0.30
H 3.124621 -4.703784 2.094033 -0.07 0.32 -0.12 0.44
H 2.470569 -4.150637 0.551194 0.15 0.02 0.21 0.26
H 4.007210 -3.484628 1.165471 -0.26 -0.08 0.03 0.30
C 1.741310 -1.512248 -0.430205 -0.51 -0.14 -0.50 0.68
C 2.664281 -0.714861 -1.355515 0.17 0.06 -0.19 -1.52
H 0.690986 -1.271928 -0.666712 0.40 -0.20 -0.01 -0.58
H 1.856197 -2.592181 -0.598296 0.10 0.32 0.12 0.39
H 2.432607 -0.971888 -2.400717 0.12 0.06 0.36 0.43
H 2.517351 0.369266 -1.246624 0.08 -0.28 -0.04 0.28
H 3.723001 -0.950955 -1.178703 -0.34 0.12 -0.10 0.33
C 3.370257 -0.105653 1.620712 -0.16 0.68 0.05 -0.70
C 4.728536 -0.815352 1.649494 0.27 -0.22 0.00 -1.52
H 3.190889 0.430499 2.567306 0.10 -0.18 -0.25 0.48
H 3.365570 0.661224 0.832153 0.01 -0.21 0.15 0.45
H 5.517063 -0.065110 1.803973 -0.28 -0.20 -0.03 0.46
H 4.800109 -1.540978 2.470228 -0.02 0.19 -0.23 0.35
H 4.948790 -1.327344 0.702732 -0.07 0.12 0.30 0.29
Br -1.306655 -1.982755 2.499759 1.02 0.91 -0.05 -0.22
P -2.536955 -3.398781 -1.450780 1.18 1.91 1.06 0.24
C -0.711484 -3.653922 -1.372651 -0.21 -0.45 -0.50 0.56
C -0.330193 -5.089224 -1.750858 0.25 -0.49 0.00 -1.48
H -0.378551 -3.405684 -0.352925 -0.30 -0.02 -0.20 -0.37
H -0.255655 -2.940674 -2.074349 -0.26 -0.15 0.09 0.41
H 0.732280 -5.150432 -2.016105 -0.25 0.01 0.09 0.39
H -0.506683 -5.784229 -0.921012 -0.01 0.14 -0.20 0.38
H -0.906773 -5.447724 -2.613325 0.24 0.10 0.17 0.45
C -3.134499 -3.217115 0.271033 -0.17 -0.80 -0.04 0.14
C -4.516305 -3.804431 0.530082 -0.59 -0.07 0.09 -1.51
H -3.115910 -2.144384 0.511512 0.05 -0.22 -0.33 -0.03
H -2.390893 -3.717970 0.905713 -0.19 -0.02 -0.37 0.44
H -4.680224 -3.911330 1.609510 0.02 0.04 -0.28 0.38
H -5.303394 -3.149958 0.138982 0.11 -0.20 0.03 0.37
H -4.628371 -4.793276 0.071203 0.00 0.19 0.19 0.39
C -2.769298 -1.754663 -2.248783 -0.77 -0.39 -0.36 0.08
C -3.081189 -1.881521 -3.745271 0.02 0.13 -0.41 -1.38
H -1.866370 -1.151019 -2.081263 -0.06 -0.32 0.10 -0.15
H -3.609874 -1.273411 -1.728315 0.13 -0.18 -0.08 0.56
H -3.474301 -0.932599 -4.127507 0.09 -0.22 0.07 0.40
H -2.183430 -2.124513 -4.324971 -0.17 -0.02 0.12 0.34
H -3.831632 -2.656585 -3.943151 0.13 0.25 0.05 0.39
C 2.310138 -0.228143 5.097101 -0.03 0.02 0.07 -0.96
C 1.113678 0.688878 5.130885 0.13 -0.19 1.08 -0.36
O 0.812525 1.197225 3.812921 -0.30 -0.16 -1.03 -0.16
C -0.241051 2.201740 3.845920 0.27 0.34 -0.01 -0.42
C -1.591663 1.572870 3.627102 -0.21 0.09 0.36 -0.71
H 2.086752 -1.164485 4.569130 0.03 0.16 0.14 0.00
H 2.559638 -0.483052 6.135145 0.01 -0.03 -0.28 0.49
H 3.182187 0.260302 4.647401 -0.15 -0.09 0.19 0.36
H 0.224987 0.168681 5.532940 0.30 0.22 -0.16 0.38
H 1.316767 1.568676 5.768081 -0.06 -0.36 -0.30 0.37
H -0.181873 2.720738 4.812802 -0.07 -0.04 -0.38 0.52
H -0.004508 2.900490 3.041487 0.07 0.06 0.14 0.28
H -1.930492 1.046965 4.522829 -0.05 -0.14 -0.23 0.36
H -2.311748 2.368243 3.410322 -0.03 -0.25 -0.10 0.41
H -1.605425 0.858598 2.768010 -0.39 0.43 0.24 0.06
```
Forces are in eV/Å.

- Expectation value of S²: 6.06
- 2S+1: 5
- Charge: +4


The evaluated ΔE to the lowest compared entry with this formula, charge and spin for the records listed, in turn: 0.000 2.208 0.000 eV.
The evaluated calculated total energy for the records listed, in turn: -4545.5219 -4646.5573 -4613.7341 a.u..